{"formula": "C2H2LiOSm", "method": "the ωB97M-V functional and the def2-TZVPD basis", "symbols": ["H", "O", "C", "C", "Sm", "Li", "H"], "xyz": [[0.428, -2.325, -3.179], [-0.453, -0.664, 1.587], [-1.067, 0.551, 1.375], [-1.954, 0.667, 0.363], [0.422, -0.770, -1.461], [3.414, 1.190, -0.769], [-0.789, 1.350, 2.085]], "mulliken_spin": [-0.040, -0.013, -0.005, 0.001, 5.936, 0.120, 0.001], "spin_multiplicity": 7, "charge": 1, "e_homo_ha": [-0.402, -0.403], "orbital_gap_ha": [0.144, 0.131]}



{"formula": "C2H2N", "method": "the ωB97M-V functional and the def2-TZVPD basis", "symbols": ["C", "C", "N", "H", "H"], "xyz": [[-0.002, -0.655, 0.054], [-0.663, 0.536, 0.026], [-1.353, -0.675, 0.043], [2.747, -0.895, -0.141], [-0.729, 1.689, 0.018]], "mulliken_charge": [0.294, 0.174, -0.064, 0.237, 0.359], "spin_multiplicity": 1, "charge": 1, "e_homo_ha": [-0.603, -0.680], "orbital_gap_ha": [0.239, 0.416], "relative_energy_kj_mol": 527.0}



{"formula": "C2H2N2", "method": "the ωB97M-V functional and the def2-TZVPD basis", "symbols": ["C", "C", "N", "N", "H", "H"], "xyz": [[-0.071, 0.296, 0.862], [0.086, -0.214, -0.869], [-0.208, 1.104, -0.259], [1.081, 0.375, -0.129], [-0.537, -0.467, 1.338], [-0.351, -1.093, -0.943]], "nbo_charge": [0.006, 0.028, -0.222, -0.220, 0.208, 0.201], "spin_multiplicity": 1, "smiles": "[C@H]12[C@@H]3N1N23", "charge": 0, "e_homo_ha": -0.339, "orbital_gap_ha": 0.355, "relative_energy_kj_mol": 551.9}



Number 1 is which compound?
C2H2LiOSm